1.
Computed, not measured: C3H6BrNO3S as an isolated structure at a distorted geometry, with ωB97M-V/def2-TZVPD.

Last column: Löwdin charge in e.
Positions of all 15 atoms, in Å:
C: -0.8364 -0.4531 -0.4060  -0.168
C: 1.1867 0.7885 0.3953  -0.131
C: 0.5004 0.0449 -0.7481  -1.031
N: 1.0763 -2.7496 0.4737  -0.090
O: 0.6062 -3.7693 0.1399  -0.030
O: 2.8583 -0.9959 -1.2213  -0.304
O: 0.9911 -2.1935 -2.2899  -0.309
S: 1.5207 -1.4580 -1.1868  0.638
Br: 0.6715 0.9583 -2.3750  0.877
H: -0.9355 -1.2712 0.2886  0.073
H: -1.5030 -0.9077 -1.2119  0.121
H: -1.4120 0.3952 -0.0889  0.082
H: 1.9838 1.5403 0.1400  0.096
H: 0.4703 1.4576 0.8890  0.092
H: 1.6663 0.0875 1.0763  0.084

As for the LUMO energy (spin up / spin down): 0.356 / -2.304 eV. For the highest occupied orbital energy (spin up / spin down), the calculation gives -8.69 / -10.97 eV. The net charge is 0. Its spin multiplicity is 3. As for the HOMO-LUMO gap (spin up / spin down): 9.05 / 8.67 eV.


2.
Computed, not measured: C3H6BrNSi in the gas phase at a distorted geometry, with ωB97M-V/def2-TZVPD.

Last column: Löwdin charge in e.
Positions of all 12 atoms, in Å:
C: 1.1308 -0.9876 -0.9420  -0.208
Si: -0.0046 0.3436 -0.1153  0.172
C: -0.5574 0.0723 1.7014  -0.222
Br: 1.1595 2.2540 -0.4104  0.355
C: -1.5555 0.7161 -1.0790  -0.338
N: -2.3839 1.1183 -1.7585  0.082
H: 1.7674 -0.4706 -1.7196  0.045
H: 1.8119 -1.5453 -0.3253  0.025
H: 0.6549 -1.6916 -1.5053  -0.021
H: 0.3753 0.0451 2.1820  -0.014
H: -1.1403 0.9689 2.0938  0.057
H: -1.2579 -0.8232 1.8781  0.067

As for the LUMO energy: 0.607 eV. For the highest occupied orbital energy, the calculation gives -10.81 eV. The net charge is 0. As for the HOMO-LUMO gap: 11.42 eV.


3.
Computed, not measured: C3H6BrO2P in the gas phase at a distorted geometry, with ωB97M-V/def2-TZVPD.

Last column: Löwdin charge in e.
Positions of all 13 atoms, in Å:
C: -1.1581 1.4787 0.7982  0.082
C: -0.5458 0.4582 0.1340  -0.629
O: 0.2105 -0.3465 0.8376  -0.110
C: 0.1842 -1.8308 0.6474  -0.017
O: -0.6353 0.2074 -1.2357  -0.396
P: 0.7044 0.5965 -2.1775  0.535
Br: 1.5013 2.3657 -1.1333  0.286
H: -1.0750 1.5682 1.7973  0.031
H: -1.6343 2.2154 0.2011  0.057
H: 1.0676 -2.2712 -0.0137  0.118
H: -0.6455 -2.1463 0.0986  0.047
H: 0.1920 -2.2054 1.7543  0.124
H: 1.8341 -0.0900 -1.7083  -0.128

As for the LUMO energy: 0.509 eV. For the highest occupied orbital energy, the calculation gives -8.79 eV. The net charge is 0. As for the HOMO-LUMO gap: 9.29 eV.


E_tot for every record listed, in sequence, given in Ha: -3370.42465 -3036.22395 -3183.70640.
Molecular weight for every record listed, in sequence, given in g/mol: 216.06 164.08 184.96.